1.
Computed, not measured: the ion C11H16NO with charge +1 in a non-equilibrium geometry, with ωB97M-V/def2-TZVPD.

Last column: Mulliken charge in e.
CARTESIAN COORDINATES (ANGSTROEM)
C -0.25020 -0.66286 -3.27505  -0.807
C 0.77652 0.25914 -3.39485  -0.411
C -0.70241 -1.03824 -2.02340  -0.434
C 1.36381 0.79811 -2.26309  -0.765
C -0.16801 -0.47907 -0.86700  0.320
C 0.89568 0.43104 -1.01431  0.420
C -0.63808 -0.79265 0.49732  0.122
C 0.84197 1.07176 1.23244  1.339
C -2.07251 -0.56842 0.85403  -1.710
C 1.51410 0.71028 2.50981  -1.584
C -0.19490 2.13965 1.23442  -1.375
N -0.18131 -2.16507 0.95157  -0.033
O 1.55673 0.84891 0.12172  -0.430
H -0.70609 -1.08318 -4.15685  0.427
H 1.12245 0.55956 -4.37031  0.422
H -1.50729 -1.75391 -1.93605  0.406
H 2.17768 1.50145 -2.33720  0.483
H -2.23015 -0.63831 1.92941  0.354
H -2.72746 -1.29792 0.36311  0.525
H -2.38872 0.41374 0.52369  0.370
H 2.23622 -0.08846 2.36021  0.363
H 0.78413 0.42804 3.26561  0.358
H 2.05444 1.57611 2.89967  0.402
H -0.92245 1.98051 2.02425  0.357
H -0.69772 2.20717 0.27273  0.337
H 0.29304 3.09993 1.42376  0.393
H 0.21241 -2.12333 1.89984  0.357
H 0.53727 -2.51480 0.30661  0.396
H -0.97915 -2.81916 0.96788  0.399

Properties
Kohn-Sham gap in eV: 8.3
Relative energy (zero: lowest compared OMol25 entry of this formula, charge and spin) in kcal per mole: 64.7
E in Ha: -558.43340
HOMO in eV: -11.60
Charge: +1
Largest force on an atom in eV Å⁻¹: 2.8

***

2.
Computed, not measured: the ion C11H16NO2S with charge -1 in a non-equilibrium geometry, with ωB97M-V/def2-TZVPD.

Last column: Mulliken charge in e.
CARTESIAN COORDINATES (ANGSTROEM)
C 2.65977 0.11144 2.86382  -0.109
C 1.93359 -0.00849 1.91304  -1.689
C -0.44342 1.55357 0.81539  0.630
C 2.29339 -0.75246 -0.53625  0.357
C -0.08566 3.26872 -1.21578  -1.452
C -0.63756 -1.49731 -1.56181  -1.506
C -1.91930 -2.76427 0.13626  -1.680
C -0.86715 2.76784 -0.01518  -0.554
C 0.06997 -1.47219 0.93046  -1.561
C -1.13833 -1.44781 -0.10485  0.860
C 1.11197 -0.32236 0.75571  1.533
N 0.53367 0.83538 0.25927  0.020
O -1.19201 1.16609 1.71574  -0.706
O 2.63373 -1.91154 -0.53929  -0.443
S 2.55841 0.51462 -1.57168  -0.639
H 3.44965 0.49949 3.42719  0.438
H -0.58870 4.16932 -1.57173  0.356
H 0.84762 3.61714 -0.91843  0.320
H -0.16923 2.40570 -1.83786  0.481
H -0.21849 -2.52683 -1.90652  0.208
H -1.44346 -1.34749 -2.16532  0.569
H 0.03177 -0.77690 -1.69031  0.365
H -1.50736 -3.68672 -0.24058  0.348
H -2.04640 -2.81870 1.13735  0.531
H -2.82606 -2.53948 -0.40956  0.404
H -1.89975 2.52729 -0.48984  0.162
H -0.99677 3.51583 0.64587  0.483
H 0.72659 -2.33040 0.78716  0.490
H -0.47769 -1.49815 1.82035  0.542
H -1.49358 -0.50150 0.27040  0.287
H 1.10078 1.25018 -0.70302  -0.046

Properties
Kohn-Sham gap (alpha / beta) in eV: 4.1 / 5.9
Relative energy (zero: lowest compared OMol25 entry of this formula, charge and spin) in kcal per mole: 57.2
E in Ha: -1031.95026
HOMO (alpha / beta) in eV: -0.75 / -4.51
Charge: -1
2S+1: 3
Largest force on an atom in eV Å⁻¹: 5.3

***

3.
Computed, not measured: a structure of composition C11H16O8PSr in a non-equilibrium geometry, with ωB97M-V/def2-TZVPD.

Last column: Mulliken charge in e.
CARTESIAN COORDINATES (ANGSTROEM)
O 1.38364 1.79753 -4.35307  -0.154
C 1.28788 1.35269 -3.29840  0.170
Sr 0.66793 1.02502 0.40239  1.597
O -1.78125 1.86806 -2.51609  -0.082
C -0.97393 1.58181 -1.73810  0.039
C -1.74595 -0.01874 0.90961  -0.060
O -2.67384 -0.30641 1.52489  -0.050
C 1.72455 -1.63857 0.03296  -0.302
O 2.03518 -2.68647 0.46977  -0.393
C -0.65506 -1.15151 -1.18640  0.076
O -0.98491 -2.21457 -1.49232  -0.127
H 1.71536 -1.33176 -1.10013  0.236
C 1.09883 5.34552 2.39905  -0.635
C 2.23656 4.39595 2.17686  -0.472
O 1.68229 2.95277 1.99489  -0.144
P 1.22518 2.27685 3.48257  -0.001
O -0.36671 2.70197 3.55264  -0.269
C -1.01799 2.87095 4.91655  -0.253
C -0.08006 3.38120 5.97695  -1.082
O 0.93460 0.66818 2.93177  -0.168
C 0.40331 -0.19637 4.03243  -0.086
C 0.96568 -1.59693 3.95443  -1.218
H 0.65337 5.62512 1.42571  0.259
H 1.35520 6.32370 2.82401  0.349
H 0.42391 4.86304 3.09625  0.059
H 2.84512 4.61266 1.28741  0.350
H 2.88496 4.35600 3.05612  0.312
H -1.83778 3.57674 4.76202  0.335
H -1.45007 1.89434 5.18843  0.304
H 0.39129 4.33540 5.71362  0.288
H -0.61403 3.58286 6.92358  0.380
H 0.69330 2.64096 6.19712  0.333
H 0.71772 0.29250 4.97380  0.238
H -0.69912 -0.19009 3.93999  0.218
H 2.06524 -1.60441 3.99110  0.309
H 0.60336 -2.10183 4.86266  0.406
H 0.62471 -2.12706 3.05474  0.237

Properties
Kohn-Sham gap (alpha / beta) in eV: 5.1 / 5.1
E in Ha: -1402.46115
HOMO (alpha / beta) in eV: -8.95 / -8.94
Charge: +1
Largest force on an atom in eV Å⁻¹: 4.8

***

4.
Computed, not measured: a structure of composition C11H16Si in a non-equilibrium geometry, with ωB97M-V/def2-TZVPD.

Last column: Mulliken charge in e.
CARTESIAN COORDINATES (ANGSTROEM)
C -1.47436 0.49334 3.71651  0.399
C -0.32982 0.19241 3.02136  0.461
C -2.44720 0.87731 4.30462  0.328
C 0.39458 -0.43156 2.26486  -0.810
C -0.62018 0.37804 -2.77134  -0.847
C 0.37983 -0.60541 -3.46124  -0.767
C -0.36772 0.17711 -1.23307  -0.531
C 1.21469 -1.22177 -2.22585  -0.552
C 0.36254 -1.14810 -0.92736  -0.415
C -3.69162 1.01648 4.99428  -1.181
C 2.92908 0.37025 0.63414  -1.021
Si 1.63898 -1.01573 1.06978  0.361
H -0.42183 1.38459 -2.84074  0.323
H -1.58840 0.28949 -3.08746  0.377
H -0.01449 -1.37084 -3.98763  0.368
H 1.14351 -0.21528 -4.06547  0.405
H 0.18730 1.14513 -0.95600  0.144
H -1.25329 0.21648 -0.62341  0.432
H 1.65064 -2.27977 -2.33354  0.374
H 2.10055 -0.63233 -2.12468  0.065
H -0.24192 -1.99768 -0.86871  0.447
H -3.39024 1.07236 6.04835  0.279
H -4.28773 1.88997 4.76847  0.335
H -4.31530 0.11624 4.63356  0.244
H 3.70313 0.35570 1.44697  0.343
H 3.24811 0.09233 -0.41247  0.239
H 2.58319 1.37258 0.58304  0.340
H 2.16947 -2.40583 1.32521  -0.141

Properties
Kohn-Sham gap (alpha / beta) in eV: 5.9 / 5.7
Relative energy (zero: lowest compared OMol25 entry of this formula, charge and spin) in kcal per mole: 80.0
E in Ha: -717.89288
HOMO (alpha / beta) in eV: -5.13 / -8.53
2S+1: 3
Largest force on an atom in eV Å⁻¹: 9.6

***

5.
Computed, not measured: a cluster of 4 separate species, C11H17BrF3N6 in total, with ωB97M-V/def2-TZVPD.

Last column: Mulliken charge in e.
CARTESIAN COORDINATES (ANGSTROEM)
F 1.44609 3.16673 1.20426  -0.296
C 1.52072 2.58661 -0.00882  0.742
F 1.98100 3.50202 -0.86927  -0.253
F 2.41531 1.59831 0.05545  -0.266
C 0.16239 2.05067 -0.44244  -0.006
C -0.22061 0.68065 0.12952  -0.644
C -1.57631 0.34975 -0.51193  -0.461
N -2.59992 1.32527 -0.01803  -0.288
C -2.16220 2.61484 -0.37046  0.520
N -3.03598 3.37336 -0.95810  -0.261
Br -2.71336 5.09465 -1.54045  0.177
N -0.86285 3.08152 -0.15399  -0.282
H 0.20955 1.94756 -1.53243  0.270
H 0.51895 -0.08728 -0.09273  0.386
H -0.35513 0.76907 1.21364  0.314
H -1.90921 -0.66578 -0.33078  0.041
H -1.48113 0.47719 -1.59477  0.351
H -2.64958 1.27467 0.99825  0.287
H -3.97358 2.99898 -1.08577  0.343
H -0.77927 3.45151 0.79319  0.256
C -2.52781 -4.32264 0.12331  -0.661
C -1.90282 -3.33700 -0.75104  0.492
N -1.40929 -2.56620 -1.45251  -0.494
H -3.50076 -3.96152 0.45029  0.294
H -2.66010 -5.25833 -0.41658  0.329
H -1.90859 -4.50065 0.99641  0.089
C 5.07027 3.57415 -2.38636  -0.551
C 5.88640 4.10100 -3.47439  0.163
N 6.52406 4.51621 -4.33774  -0.325
H 5.40254 3.99190 -1.43783  0.283
H 4.02827 3.84194 -2.54735  0.155
H 5.15983 2.48993 -2.34862  0.275
C 0.08801 -6.53464 3.93208  -0.768
C -1.19978 -6.01781 3.48247  0.398
N -2.22246 -5.60919 3.14431  -0.427
H 0.26555 -7.51362 3.49147  0.268
H 0.88466 -5.85715 3.63145  0.268
H 0.08709 -6.62671 5.01627  0.280

Properties
Kohn-Sham gap in eV: 8.8
E in Ha: -3631.20247
HOMO in eV: -13.26
Charge: +1
Largest force on an atom in eV Å⁻¹: 0.9

***

6.
Computed, not measured: the ion C11H17BrN with charge +1 in a non-equilibrium geometry, with ωB97M-V/def2-TZVPD.

Last column: Mulliken charge in e.
CARTESIAN COORDINATES (ANGSTROEM)
C -0.48711 1.72978 -5.73740  -0.660
C 0.06821 0.49666 -5.39496  -0.271
C -0.77276 2.61388 -4.67946  -0.461
C 0.13787 0.10068 -4.10620  -0.275
C -0.65642 2.24350 -3.32367  -0.407
C -0.24917 0.92504 -3.08368  0.413
C 1.30210 0.09830 2.33181  -1.033
C -1.31354 -1.10360 2.82249  -0.917
C -0.76492 -2.64515 0.80254  -0.793
C 0.81745 -1.20507 1.71011  -0.657
C -1.30109 -0.10725 0.83180  -0.455
N -0.64564 -1.29750 1.46469  0.245
Br -0.04748 0.34338 -1.06311  0.057
H -0.48756 1.92306 -6.74336  0.442
H 0.46370 -0.16564 -6.20945  0.313
H -1.15599 3.54275 -4.91787  0.414
H 0.56653 -0.90677 -3.77937  0.225
H -0.97153 2.96397 -2.60139  0.401
H 1.18460 0.96628 1.73397  0.297
H 0.56679 0.20760 3.23073  0.198
H 2.28332 0.08609 2.69025  0.438
H -0.96208 -1.98343 3.42684  0.359
H -1.06639 -0.07279 3.28258  0.421
H -2.42432 -1.03328 2.70218  0.365
H -0.69317 -3.46250 1.57956  0.307
H -1.80175 -2.85326 0.36989  0.323
H -0.01956 -2.59234 0.08281  0.431
H 1.10576 -2.07180 2.31373  0.495
H 1.33935 -1.38157 0.74665  0.409
H -2.31773 -0.47216 0.31116  0.376

Properties
Kohn-Sham gap (alpha / beta) in eV: 8.8 / 6.6
Relative energy (zero: lowest compared OMol25 entry of this formula, charge and spin) in kcal per mole: 0.0
E in Ha: -3057.60421
HOMO (alpha / beta) in eV: -11.18 / -12.24
Charge: +1
2S+1: 3
Largest force on an atom in eV Å⁻¹: 4.5

***

7.
Computed, not measured: a structure of composition C11H17Cl2F3O2W in a non-equilibrium geometry, with ωB97M-V/def2-TZVPD.

Last column: Mulliken charge in e.
CARTESIAN COORDINATES (ANGSTROEM)
C 0.64175 -0.18752 -1.37977  0.445
C 0.82268 -1.40112 -0.60707  0.680
C 1.09546 -1.00642 0.76997  0.607
C 0.65396 -2.80889 -1.10338  -1.477
C 1.08628 0.46908 0.76960  -0.027
C 0.90572 0.91830 -0.55328  1.714
C 1.23616 2.28802 -1.02130  -1.841
C 0.55042 -0.10850 -2.86105  -2.000
C 1.39264 -1.86528 1.96886  -1.247
C 1.55410 1.30099 1.90389  -2.144
W -1.15725 -0.78170 0.57792  0.966
Cl -1.83203 -2.64898 1.52369  -0.428
Cl -2.18430 -0.69709 -1.55490  -0.431
O -1.10480 0.64616 2.00121  -0.811
H 0.27242 -2.91346 -2.12749  0.297
H -0.03541 -3.37308 -0.46138  0.254
H 1.66277 -3.22834 -1.07210  0.334
H 0.91049 -2.84432 1.90760  0.350
H 0.99381 -1.49924 2.91798  0.306
H 2.48069 -1.89975 1.97580  0.388
H 1.14279 0.91537 2.83853  0.312
H 1.23139 2.34028 1.79809  0.469
H 2.65103 1.26615 1.94576  0.302
H 1.06499 3.04561 -0.23002  0.346
H 0.72274 2.54801 -1.96893  0.351
H 2.31888 2.40322 -1.25872  0.274
H 0.07885 -0.98331 -3.32440  0.421
H 1.57606 -0.02410 -3.25159  0.301
H -0.01616 0.78298 -3.15849  0.424
H -1.48960 1.52025 1.75414  0.304
O -2.00805 3.77479 -1.29679  -1.165
H -2.39695 2.82127 -1.26019  0.169
F -3.89294 -0.40945 1.99754  -0.292
C -3.36452 0.13745 0.89450  0.404
F -4.24404 -0.01427 -0.12662  -0.261
F -3.32005 1.51693 1.07236  -0.294

Properties
Kohn-Sham gap (alpha / beta) in eV: 4.5 / 4.6
Relative energy (zero: lowest compared OMol25 entry of this formula, charge and spin) in kcal per mole: 57.6
E in Ha: -1866.83370
HOMO (alpha / beta) in eV: 0.55 / 0.43
Charge: -2
2S+1: 3
Largest force on an atom in eV Å⁻¹: 6.2

***

8.
Computed, not measured: an isolated molecule of C11H17Cl2N2P in a non-equilibrium geometry, with ωB97M-V/def2-TZVPD.

Last column: Mulliken charge in e.
CARTESIAN COORDINATES (ANGSTROEM)
C 3.21974 -0.41354 -0.22769  -1.827
C 2.04158 0.07561 -1.10954  0.705
C 1.03382 -1.06905 -1.32862  -0.850
C 1.50188 1.41378 -0.52274  -1.142
C -0.00869 1.61461 -0.29389  -0.866
C -0.57037 1.47510 1.13924  0.861
Cl -1.92236 2.69698 1.27214  -0.118
C 0.42019 1.89889 2.14303  -0.214
N 1.31933 2.17908 2.79892  -0.535
C -1.16520 0.09128 1.59856  1.104
Cl -1.85945 0.33807 3.27632  -0.094
C -0.08553 -0.86925 1.82978  -0.342
N 0.73803 -1.65693 1.96791  -0.455
P -2.49679 -0.73810 0.57742  0.004
C -3.07932 0.24845 -0.84895  -1.130
C -1.98494 -2.41776 0.06168  -1.012
H 4.06423 0.26930 -0.34531  0.419
H 3.52802 -1.41956 -0.50227  0.419
H 2.91274 -0.37192 0.81778  0.413
H 2.48773 0.29738 -2.07998  0.429
H 0.02618 -0.87280 -0.97658  -0.349
H 1.37762 -1.96937 -0.81936  0.440
H 0.98984 -1.32978 -2.38799  0.352
H 1.79369 2.18744 -1.23633  0.280
H 2.07624 1.65431 0.37138  0.573
H -0.57294 1.00817 -0.99827  0.105
H -0.23357 2.64130 -0.57366  0.638
H -3.94448 -0.29964 -1.22722  0.418
H -2.37216 0.30800 -1.68077  0.355
H -3.42356 1.23501 -0.56019  0.352
H -2.62032 -2.72217 -0.77017  0.414
H -2.21481 -3.08226 0.89281  0.357
H -0.93680 -2.56197 -0.19545  0.296

Properties
Kohn-Sham gap in eV: 8.7
E in Ha: -1800.51667
HOMO in eV: -8.55
Largest force on an atom in eV Å⁻¹: 2.5